The following is a DFT calculation (ωB97M-V with the def2-TZVPD basis set) of a structure of composition C14H27INNbO3P at a distorted geometry.

Summary:
HOMO-LUMO gap (eV): 5.7067
Electronic energy (eV): -41521.4217
LUMO energy (Ha): 0.065

```
! wB97M-V def2-TZVPD RIJCOSX def2/J DEFGRID3
* xyz -1 1
C 2.3176 -1.9181 -0.3606
C 2.3743 -1.6774 -1.8672
C 1.4587 -0.5705 -2.3866
I 2.2668 1.3395 -1.7535
Nb -0.8305 -0.7163 -2.0970
C -2.8908 -1.3411 -1.3719
C -3.2528 -2.8046 -1.3531
C -2.5975 -3.5625 -0.1907
O -4.7072 -2.9271 -1.2631
P -1.6693 1.6452 -2.3021
C -1.8739 2.5798 -0.7196
C -3.2422 1.9413 -3.2246
H 3.2161 -2.4311 -0.0095
H 1.4467 -2.5201 -0.0965
H 2.2296 -0.9750 0.1823
H 3.4144 -1.5100 -2.1772
H 2.0377 -2.5856 -2.3800
H 1.5644 -0.5318 -3.4756
H -1.2445 -0.6870 -3.9256
H -0.6648 -2.5350 -2.2335
H -0.3939 -0.4497 -0.3208
H -3.5765 -0.8081 -2.0388
H -3.0223 -0.9355 -0.3615
H -2.9443 -3.2718 -2.2936
H -2.2226 -2.8719 0.5671
H -1.7534 -4.1644 -0.5300
H -3.3306 -4.2213 0.2774
H -4.9562 -3.7517 -1.6890
H -2.9159 2.8744 -0.5830
H -1.5741 1.9447 0.1136
H -1.2506 3.4757 -0.7124
H -3.5472 1.0103 -3.7012
H -4.0328 2.2547 -2.5408
H -3.1295 2.7023 -3.9989
C 4.5888 2.5466 3.9739
C 3.7956 2.0808 5.0137
C 2.4958 1.6719 4.7637
C 2.0199 1.7348 3.4669
C 2.7907 2.1806 2.4092
C 4.0866 2.5970 2.6816
N 0.6160 1.3331 3.2180
O -0.0488 1.0151 4.1890
O 0.1916 1.4648 2.0962
H 5.6040 2.8666 4.1712
H 4.1856 2.0393 6.0222
H 1.8470 1.3152 5.5494
H 2.4166 2.2057 1.3941
H 4.7078 2.9482 1.8684
*
```

=====

The following is a DFT calculation (ωB97M-V with the def2-TZVPD basis set) of an isolated molecule of C3H9FO5SSi at a distorted geometry.

Summary:
Relative energy (zero: lowest compared OMol25 entry of this formula, charge and spin) (kcal/mol): 0.0
SMILES string: CO[Si](OC)(OC)S(=O)(=O)F
HOMO-LUMO gap (eV): 10.6040
Electronic energy (eV): -34925.2089
LUMO energy (Ha): 0.018

```
! wB97M-V def2-TZVPD RIJCOSX def2/J DEFGRID3
* xyz 0 1
C 0.0704 -2.3613 -1.0607
O -0.0016 -0.9563 -1.3134
Si -0.0136 0.1523 -0.1694
O 1.6263 0.5011 0.9107
C 2.8003 0.5265 0.1204
O -0.5288 1.6060 -0.5418
C -1.8496 2.2231 -0.5064
S -1.1245 -0.6458 1.5469
O -2.3402 -0.8400 0.7950
O -0.6352 -1.7105 2.3413
F -1.4431 0.5826 2.5990
H -0.4973 -2.5620 -0.0601
H 1.1251 -2.6961 -0.8458
H -0.2802 -2.8012 -2.0614
H 3.1500 1.5715 -0.2829
H 2.8570 -0.2270 -0.6296
H 3.7084 0.4345 0.7218
H -2.5629 1.7735 -1.2604
H -1.7534 3.2931 -0.7532
H -2.3073 2.1358 0.4500
*
```

=====

The following is a DFT calculation (ωB97M-V with the def2-TZVPD basis set) of an isolated molecule of C3H3N3OS.

Summary:
Relative energy (zero: lowest compared OMol25 entry of this formula, charge and spin) (kcal/mol): 42.2
SMILES string: Oc1cnc(S)nn1
HOMO-LUMO gap (eV): 8.8455
Electronic energy (eV): -20511.5475
LUMO energy (Ha): -0.009

```
! wB97M-V def2-TZVPD RIJCOSX def2/J DEFGRID3
* xyz 0 1
O 3.0637 -0.0196 -0.0025
C 1.7291 -0.0163 -0.0027
C 1.0410 1.2142 0.0029
N -0.2707 1.2280 -0.0036
C -0.8695 0.0146 -0.0031
S -2.6263 0.0352 0.0005
N -0.2539 -1.1501 0.0050
N 1.0860 -1.1618 -0.0046
H 3.3421 -0.9551 0.0277
H 1.5624 2.1631 0.0206
H -2.7263 -1.3017 0.0047
*
```

=====

The following is a DFT calculation (ωB97M-V with the def2-TZVPD basis set) of a cluster of 8 separate species, C32H62BClN3O18 in total at a distorted geometry.

Summary:
HOMO-LUMO gap (eV): 8.4482
Electronic energy (eV): -88709.4601
LUMO energy (Ha): -0.113

```
! wB97M-V def2-TZVPD RIJCOSX def2/J DEFGRID3
* xyz 1 1
O 0.6834 -2.7390 -0.5984
C -0.0693 -2.7839 -1.6092
Cl -1.3123 -4.0788 -1.9042
C 0.0857 -1.5603 -2.6712
C -1.1097 -0.5324 -2.2811
N -1.1966 0.3761 -1.1725
N -2.4035 0.9871 -1.2563
C -3.1304 0.5044 -2.3977
O -4.4328 0.8556 -2.8333
B -5.3336 -0.0816 -2.1810
O -4.9340 -1.3036 -1.5363
O -6.7374 0.3007 -2.1830
N -2.3016 -0.4922 -3.0812
H -0.1686 -1.8988 -3.7480
H 1.1180 -1.0685 -2.5948
H -0.4354 0.4788 -0.4539
H -5.5217 -1.3506 -0.7357
H -7.2960 -0.5080 -2.1784
H -2.4842 -1.0763 -3.9163
O 0.0450 1.0064 1.1720
C 1.0790 1.3532 1.7133
O 2.1266 0.5206 1.7425
C 3.4481 0.8847 2.1763
C 3.5896 0.7560 3.6790
C 1.1682 2.6674 2.4332
H 3.7204 1.8784 1.8125
H 4.1302 0.1820 1.6919
H 2.9145 1.4323 4.2075
H 4.6131 0.9783 3.9878
H 3.3371 -0.2577 4.0002
H 0.7758 2.5503 3.4436
H 0.5623 3.3981 1.8935
H 2.1750 3.0778 2.4744
O 6.0339 -3.5779 2.8153
C 4.9000 -3.8063 3.1713
O 4.4071 -3.2231 4.2803
C 3.0274 -3.2777 4.6661
C 2.7274 -4.5360 5.4551
C 4.0518 -4.8123 2.4439
H 2.3733 -3.1599 3.7981
H 2.8538 -2.4063 5.3025
H 2.9013 -5.4348 4.8601
H 1.6885 -4.5404 5.7924
H 3.3813 -4.6032 6.3282
H 4.2823 -5.8110 2.8151
H 4.2891 -4.7596 1.3794
H 2.9823 -4.6268 2.5254
O 4.7639 -1.7604 -3.6068
C 5.3832 -2.2729 -2.6987
O 6.7188 -2.1398 -2.6318
C 7.5182 -2.5399 -1.5051
C 7.8841 -4.0076 -1.5936
C 4.6876 -3.1417 -1.6891
H 7.0271 -2.2848 -0.5631
H 8.4285 -1.9402 -1.5476
H 6.9981 -4.6458 -1.5684
H 8.5380 -4.2914 -0.7662
H 8.3975 -4.2165 -2.5359
H 4.5956 -4.1522 -2.0878
H 3.6910 -2.7319 -1.5105
H 5.1819 -3.1715 -0.7195
O -5.5483 1.3352 1.3166
C -6.4710 2.1230 1.2677
O -7.2800 2.2824 2.3284
C -8.2736 3.3153 2.4418
C -9.5725 2.8923 1.7860
C -6.7839 2.8593 -0.0038
H -7.8983 4.2671 2.0577
H -8.4433 3.4612 3.5113
H -9.4451 2.7210 0.7146
H -10.3404 3.6561 1.9251
H -9.9287 1.9528 2.2163
H -7.3972 2.2239 -0.6426
H -5.8437 3.0829 -0.5127
H -7.2803 3.8155 0.1505
O -2.8383 -2.3372 -6.0294
C -2.4960 -1.7012 -7.0057
O -1.5286 -0.7729 -6.8988
C -0.9188 -0.1041 -8.0164
C -1.7311 1.1036 -8.4374
C -3.2050 -1.8676 -8.3191
H -0.7399 -0.7987 -8.8404
H 0.0647 0.2267 -7.6742
H -2.7300 0.8191 -8.7741
H -1.2325 1.6388 -9.2482
H -1.8640 1.7866 -7.5943
H -4.0979 -1.2423 -8.3264
H -3.4970 -2.9145 -8.4228
H -2.5869 -1.6370 -9.1844
O -10.4393 4.1125 5.3353
C -9.8613 3.6054 6.2705
O -8.5280 3.7478 6.3978
C -7.7785 3.3541 7.5571
C -7.3975 1.8892 7.4870
C -10.5971 2.7327 7.2484
H -8.3136 3.6061 8.4759
H -6.8702 3.9615 7.5538
H -8.2787 1.2445 7.4734
H -6.7790 1.6110 8.3434
H -6.8407 1.6836 6.5691
H -10.6639 1.7214 6.8471
H -11.6032 3.1356 7.3801
H -10.1477 2.7066 8.2393
O 9.1477 0.0911 -0.4254
C 9.4603 0.7249 -1.4129
O 10.4429 1.6420 -1.3435
C 11.0149 2.3033 -2.4817
C 10.2011 3.5212 -2.8696
C 8.6975 0.5699 -2.7002
H 11.1527 1.6075 -3.3130
H 12.0151 2.6221 -2.1785
H 9.1862 3.2489 -3.1667
H 10.6736 4.0516 -3.6994
H 10.1099 4.2046 -2.0214
H 7.8125 1.2056 -2.6717
H 8.3905 -0.4717 -2.7936
H 9.2830 0.7943 -3.5899
*
```

=====

Question: HOMO-LUMO gap of number 1 (C14H27INNbO3P)?
Answer: 5.7067 eV

=====

Question: electronic energy of number 1 (C14H27INNbO3P)?
Answer: -41521.4217 eV

=====

Question: The lowest HOMO-LUMO gap belongs to which entry?
Answer: C14H27INNbO3P